DFT (the ωB97M-V functional and the def2-TZVPD basis) results for an isolated molecule of C5H8O.

Values from the calculation:
LUMO level   1.04 eV
ΔE to the lowest compared entry with this formula, charge and spin   1.867 eV
Orbital gap   10.855 eV
Energy   -7360.388 eV
Molecular weight   84.12 g mol⁻¹

ORCA input file:
```
! wB97M-V def2-TZVPD RIJCOSX def2/J DEFGRID3
* xyz 0 1
O 0.736 -1.384 -1.473
C 0.878 -0.230 -0.678
C -0.127 0.945 -0.878
C -0.393 0.918 0.626
C -0.980 -0.406 0.982
C 0.509 -0.294 0.796
H 0.327 -2.068 -0.932
H 1.903 0.135 -0.803
H -0.996 0.709 -1.502
H 0.349 1.855 -1.251
H -0.460 1.784 1.277
H -1.598 -0.928 0.251
H -1.307 -0.530 2.011
H 1.198 -0.526 1.604
*
```

=====

DFT (the ωB97M-V functional and the def2-TZVPD basis) results for a cluster of 2 separate species, C16H17N in total.

Values from the calculation:
LUMO level   0.93 eV
ΔE to the lowest compared entry with this formula, charge and spin   0.907 eV
Orbital gap   8.845 eV
Energy   -18357.434 eV
Molecular weight   223.32 g mol⁻¹

ORCA input file:
```
! wB97M-V def2-TZVPD RIJCOSX def2/J DEFGRID3
* xyz 0 1
C 0.164 -3.472 3.845
C -0.107 -2.001 3.905
C 0.162 -1.155 4.944
N -0.222 0.151 4.609
C -0.691 0.134 3.301
C -1.047 1.231 2.546
C -1.465 1.009 1.248
C -1.539 -0.323 0.750
C -1.215 -1.386 1.531
C -0.658 -1.182 2.839
H 1.213 -3.754 3.986
H -0.006 -3.877 2.833
H -0.665 -3.896 4.432
H 0.616 -1.394 5.887
H 0.220 0.980 4.977
H -1.115 2.255 2.911
H -1.785 1.832 0.624
H -2.040 -0.506 -0.203
H -1.171 -2.422 1.221
C 2.523 0.555 -4.945
C 1.401 0.970 -4.056
C 1.031 0.444 -2.852
C -0.037 0.895 -2.095
C -0.952 1.810 -2.597
C -0.622 2.357 -3.869
C 0.487 1.924 -4.549
H 3.333 1.278 -4.998
H 2.141 0.376 -5.968
H 2.935 -0.435 -4.698
H 1.670 -0.374 -2.470
H -0.093 0.506 -1.074
H -1.899 2.038 -2.143
H -1.273 3.068 -4.358
H 0.704 2.360 -5.516
*
```

=====

no.,HOMO energy (eV),strongest force on any atom (hartree/bohr)
1,-9.810,0.00611
2,-7.916,0.05461